{"formula": "C26H17CoF3N2O2", "method": "wB97M-V/def2-TZVPD", "elements": ["Co", "C", "O", "C", "C", "C", "C", "C", "C", "N", "N", "C", "C", "O", "C", "C", "C", "C", "C", "C", "C", "C", "H", "H", "H", "H", "H", "H", "H", "H", "H", "H", "H", "H", "H", "F", "C", "F", "F", "C", "C", "C", "C", "C", "C", "C", "C", "H", "H", "H", "H"], "positions_angstrom": [[1.480, 0.139, -0.193], [1.808, 2.918, -1.547], [1.143, 1.651, -1.747], [-0.135, 1.665, -2.237], [-0.798, 2.848, -2.507], [-2.093, 2.834, -3.008], [-2.758, 1.639, -3.274], [-2.102, 0.459, -3.042], [-0.790, 0.420, -2.515], [-0.304, -0.856, -2.392], [0.809, -1.017, -1.762], [1.370, -2.255, -1.722], [2.587, -2.258, -0.856], [2.931, -1.232, -0.228], [3.365, -3.457, -0.735], [2.965, -4.570, -1.366], [1.794, -4.611, -2.215], [1.482, -5.804, -2.851], [0.393, -5.890, -3.707], [-0.385, -4.765, -3.934], [-0.096, -3.565, -3.306], [0.992, -3.457, -2.422], [1.267, 3.512, -0.811], [1.898, 3.442, -2.496], [2.794, 2.671, -1.166], [-0.325, 3.799, -2.318], [-2.583, 3.780, -3.193], [-3.765, 1.643, -3.664], [-2.565, -0.497, -3.247], [4.240, -3.413, -0.102], [3.528, -5.489, -1.259], [2.106, -6.670, -2.675], [0.159, -6.825, -4.197], [-1.228, -4.817, -4.609], [-0.718, -2.710, -3.499], [-2.690, 2.536, 7.901], [-2.203, 3.506, 7.106], [-3.244, 4.295, 6.781], [-1.357, 4.240, 7.840], [-1.551, 2.934, 5.877], [-2.319, 2.150, 5.025], [-1.752, 1.616, 3.885], [-0.409, 1.866, 3.586], [0.352, 2.651, 4.450], [-0.218, 3.184, 5.595], [0.180, 1.316, 2.400], [0.682, 0.852, 1.396], [-3.359, 1.958, 5.258], [-2.340, 1.001, 3.218], [1.392, 2.839, 4.222], [0.372, 3.792, 6.265]], "lowdin_spin": [2.70, 0.00, 0.07, 0.07, -0.01, 0.09, 0.00, 0.06, 0.03, 0.20, -0.04, 0.23, 0.07, 0.18, 0.01, 0.01, 0.04, 0.00, 0.08, -0.01, 0.08, 0.00, 0.00, 0.00, 0.00, 0.00, 0.00, 0.00, 0.00, 0.00, 0.00, 0.00, 0.00, 0.00, 0.01, 0.00, 0.00, 0.00, 0.00, 0.01, 0.00, 0.01, 0.00, 0.01, 0.00, 0.06, 0.04, 0.00, 0.00, 0.00, 0.00], "de_lowest_kcal_mol": 0.0, "homo_ev": [-10.86, -10.89], "charge": 1, "s2": 6.096, "spin_multiplicity": 5, "homo_lumo_gap_ev": [6.096, 4.652], "total_energy_ha": -2943.01600}

---

{"formula": "C3H12NS", "method": "wB97M-V/def2-TZVPD", "elements": ["C", "N", "H", "H", "H", "H", "H", "H", "C", "C", "S", "H", "H", "H", "H", "H", "H"], "positions_angstrom": [[2.105, -2.626, 0.163], [1.348, -1.275, 0.192], [2.550, -2.717, -1.017], [2.830, -2.418, 0.913], [1.416, -3.419, 0.613], [1.183, -0.732, 1.062], [0.451, -1.167, -0.239], [1.966, -0.721, -0.407], [-1.207, 0.938, -1.772], [-1.697, 0.914, -0.371], [-0.451, 1.129, 1.006], [-0.250, 0.386, -1.864], [-1.185, 2.036, -2.123], [-1.948, 0.535, -2.487], [-2.345, 1.813, -0.208], [-2.273, -0.062, -0.084], [0.174, 1.978, 0.283]], "lowdin_charge": [0.00, 0.07, 0.19, 0.07, 0.12, 0.08, 0.09, 0.14, -0.19, -0.59, 0.75, 0.06, 0.11, 0.09, 0.08, 0.10, -0.16], "de_lowest_kcal_mol": 37.5, "homo_ev": -13.33, "charge": 1, "homo_lumo_gap_ev": 9.740, "total_energy_ha": -574.13314}

---

{"formula": "C3H7NO", "method": "wB97M-V/def2-TZVPD", "elements": ["C", "C", "O", "H", "H", "H", "H", "C", "N", "H", "H", "H"], "positions_angstrom": [[-3.425, 0.212, -0.970], [-2.737, 1.031, -0.180], [-1.404, 0.927, 0.107], [-4.360, 0.638, -1.311], [-3.072, -0.754, -1.300], [-3.221, 1.929, 0.193], [-1.000, 1.794, 0.144], [4.125, -1.323, 0.841], [3.358, -1.234, -0.144], [4.753, -2.169, 1.113], [4.369, -0.501, 1.559], [2.613, -0.551, -0.050]], "lowdin_charge": [0.01, -0.29, -0.02, 0.05, 0.06, 0.10, 0.09, -0.17, 0.02, 0.05, 0.06, 0.04], "de_lowest_kcal_mol": 72.5, "smiles": "C=CO.C=N", "homo_ev": -9.19, "homo_lumo_gap_ev": 9.856, "total_energy_ha": -248.41094}

---

{"formula": "C12H24IrN3PS3Te", "method": "wB97M-V/def2-TZVPD", "elements": ["Ir", "C", "C", "S", "C", "C", "S", "C", "C", "S", "H", "H", "H", "H", "H", "H", "H", "H", "H", "H", "H", "H", "Te", "C", "N", "C", "N", "C", "N", "C", "P", "C", "C", "H", "H", "H", "H", "H", "H", "H", "H", "H", "H", "H", "H"], "positions_angstrom": [[-1.183, -0.037, 1.125], [-3.972, -0.979, -0.570], [-4.404, -0.224, 0.680], [-3.299, 1.118, 1.206], [-3.495, 2.262, -0.204], [-2.198, 2.850, -0.730], [-0.938, 1.689, -1.321], [-1.838, 0.639, -2.493], [-1.696, -0.853, -2.215], [-2.208, -1.468, -0.584], [-4.160, -0.396, -1.469], [-4.557, -1.895, -0.651], [-4.448, -0.887, 1.543], [-5.400, 0.197, 0.532], [-4.131, 3.077, 0.143], [-4.041, 1.740, -0.988], [-1.682, 3.408, 0.054], [-2.429, 3.555, -1.529], [-1.442, 0.833, -3.490], [-2.882, 0.946, -2.510], [-0.653, -1.161, -2.290], [-2.253, -1.420, -2.964], [-1.601, -1.639, 3.062], [3.886, 0.322, -0.381], [3.265, -0.968, -0.684], [3.706, -1.946, 0.312], [3.437, -1.540, 1.691], [4.054, -0.234, 1.925], [3.624, 0.795, 0.978], [2.221, 1.146, 1.164], [1.113, -0.315, 0.901], [1.810, -0.863, -0.722], [2.009, -1.520, 1.977], [3.534, 1.068, -1.095], [4.965, 0.212, -0.499], [4.783, -2.077, 0.201], [3.220, -2.904, 0.117], [5.135, -0.349, 1.832], [3.828, 0.094, 2.941], [1.938, 1.934, 0.462], [2.065, 1.534, 2.174], [1.518, -0.146, -1.495], [1.379, -1.834, -0.985], [1.582, -2.515, 1.825], [1.840, -1.249, 3.023]], "lowdin_spin": [1.62, 0.01, 0.02, 0.12, 0.02, 0.01, 0.14, 0.01, 0.02, 0.12, 0.00, 0.00, 0.01, 0.00, 0.00, 0.00, 0.00, 0.00, 0.00, 0.00, 0.00, 0.00, 1.67, 0.00, 0.00, 0.00, 0.00, 0.00, 0.02, 0.03, 0.12, 0.01, 0.02, 0.00, 0.00, 0.00, 0.00, 0.00, 0.00, 0.00, 0.00, 0.00, 0.00, 0.00, 0.01], "homo_ev": [-9.25, -10.96], "charge": 1, "s2": 6.021, "spin_multiplicity": 5, "homo_lumo_gap_ev": [7.091, 6.122], "total_energy_ha": -2543.93456}

---

{"formula": "C34H55IN2O5", "method": "wB97M-V/def2-TZVPD", "elements": ["C", "C", "C", "C", "C", "C", "C", "C", "N", "C", "O", "C", "C", "C", "C", "C", "C", "C", "I", "C", "C", "C", "C", "N", "C", "C", "O", "H", "H", "H", "H", "H", "H", "H", "H", "H", "H", "H", "H", "H", "H", "H", "H", "H", "H", "H", "H", "H", "H", "H", "H", "H", "C", "C", "O", "C", "C", "H", "H", "H", "H", "H", "H", "H", "H", "H", "H", "C", "C", "O", "C", "C", "H", "H", "H", "H", "H", "H", "H", "H", "H", "H", "C", "C", "O", "C", "C", "H", "H", "H", "H", "H", "H", "H", "H", "H", "H"], "positions_angstrom": [[6.607, -0.886, 0.813], [6.500, 0.609, 0.385], [5.053, 0.983, 0.219], [4.417, 0.657, -0.974], [3.076, 0.945, -1.150], [2.346, 1.576, -0.152], [2.974, 1.908, 1.055], [4.339, 1.612, 1.257], [5.034, 1.903, 2.451], [2.170, 2.561, 2.104], [2.615, 2.897, 3.179], [0.726, 2.825, 1.822], [0.013, 3.467, 2.823], [-1.329, 3.739, 2.671], [-2.004, 3.372, 1.507], [-3.489, 3.675, 1.467], [-4.249, 3.186, 2.732], [-3.805, 1.808, 3.207], [-5.316, 0.820, 4.365], [-1.298, 2.759, 0.453], [-2.051, 2.441, -0.825], [-2.881, 1.140, -0.731], [-2.193, -0.120, -1.217], [-2.977, -1.291, -0.722], [0.080, 2.480, 0.625], [0.906, 1.846, -0.439], [0.478, 1.536, -1.523], [6.918, -1.484, -0.037], [5.630, -1.248, 1.115], [7.277, -1.005, 1.658], [7.012, 0.777, -0.557], [6.947, 1.221, 1.156], [4.983, 0.178, -1.756], [2.576, 0.681, -2.068], [5.106, 1.102, 3.060], [4.623, 2.677, 2.945], [0.525, 3.752, 3.729], [-1.879, 4.237, 3.454], [-3.620, 4.753, 1.421], [-3.976, 3.208, 0.624], [-4.083, 3.895, 3.538], [-5.305, 3.135, 2.489], [-2.942, 1.878, 3.856], [-3.560, 1.131, 2.401], [-1.419, 2.465, -1.697], [-2.770, 3.244, -0.960], [-3.795, 1.271, -1.305], [-3.162, 0.983, 0.308], [-2.193, -0.175, -2.301], [-1.177, -0.189, -0.843], [-2.935, -1.240, 0.290], [-2.502, -2.148, -0.983], [-3.181, -7.112, 0.535], [-2.988, -5.611, 0.674], [-3.070, -4.903, -0.547], [-4.300, -4.992, -1.247], [-5.492, -4.467, -0.466], [-2.457, -7.526, -0.168], [-3.048, -7.598, 1.502], [-4.178, -7.364, 0.171], [-1.987, -5.410, 1.057], [-3.692, -5.199, 1.406], [-4.476, -6.021, -1.581], [-4.164, -4.388, -2.144], [-5.682, -5.051, 0.436], [-6.390, -4.510, -1.083], [-5.323, -3.431, -0.169], [-1.868, 3.829, -4.565], [-2.720, 4.488, -5.636], [-3.890, 5.111, -5.139], [-3.691, 6.149, -4.198], [-2.873, 7.316, -4.723], [-2.456, 3.097, -4.009], [-1.016, 3.321, -5.018], [-1.479, 4.555, -3.848], [-3.071, 3.730, -6.337], [-2.123, 5.199, -6.219], [-3.247, 5.751, -3.277], [-4.692, 6.496, -3.938], [-1.854, 7.021, -4.977], [-2.811, 8.099, -3.967], [-3.334, 7.732, -5.619], [6.835, -6.246, 1.347], [6.533, -4.914, 2.014], [5.492, -4.183, 1.396], [4.223, -4.810, 1.352], [3.648, -5.141, 2.718], [7.079, -6.099, 0.294], [7.683, -6.726, 1.837], [5.989, -6.932, 1.400], [7.412, -4.272, 1.951], [6.323, -5.056, 3.080], [4.261, -5.706, 0.722], [3.569, -4.100, 0.846], [4.259, -5.867, 3.257], [2.649, -5.566, 2.610], [3.578, -4.242, 3.332]], "lowdin_charge": [-0.08, -0.19, -0.18, 0.00, 0.00, -0.08, -0.02, -0.17, 0.11, -0.27, 0.09, -0.07, 0.01, -0.02, -0.16, -0.13, -0.30, -0.66, 0.75, -0.07, -0.13, -0.17, -0.26, 0.00, -0.01, -0.27, 0.09, 0.07, 0.07, 0.07, 0.11, 0.09, 0.12, 0.12, 0.10, 0.07, 0.12, 0.12, 0.13, 0.10, 0.10, 0.08, 0.03, 0.02, 0.09, 0.10, 0.12, 0.08, 0.11, 0.10, 0.06, 0.05, -0.08, -0.28, -0.17, -0.28, -0.08, 0.08, 0.08, 0.07, 0.12, 0.11, 0.11, 0.12, 0.07, 0.08, 0.07, -0.08, -0.28, -0.16, -0.28, -0.08, 0.07, 0.08, 0.07, 0.12, 0.11, 0.10, 0.12, 0.07, 0.08, 0.08, -0.08, -0.28, -0.17, -0.28, -0.08, 0.08, 0.08, 0.07, 0.12, 0.11, 0.11, 0.12, 0.07, 0.08, 0.08], "smiles": "CCc1ccc2c(c1N)C(=O)c1ccc(CCCI)c(CCCN)c1C2=O.CCOCC.CCOCC.CCOCC", "homo_ev": -8.68, "homo_lumo_gap_ev": 7.778, "total_energy_ha": -2111.91148}